[1]
124
Properties=species:S:1:pos:R:3 method="wB97M-V/def2-TZVPD" relative_energy_ev=12.734 e_homo_ev=-8.4 homo_lumo_gap_ev=3.225 charge=0
Zn 0.7742 0.4767 2.6086
S -0.2969 0.7464 -0.8354
O -1.4634 1.5254 -1.1466
O -0.5833 -0.2198 0.2106
O 0.2525 0.0861 -2.0158
O 0.7228 1.4361 -0.1102
C -1.5102 -6.5402 2.5526
C -0.3532 -7.4839 2.2387
N -0.6193 -8.9191 2.4408
C -1.7985 -9.3907 1.6992
C -1.8841 -8.9972 0.1793
C -0.7301 -9.2758 3.8593
C -0.6780 -10.8270 3.9939
H -1.3751 -5.4663 2.4236
H -1.9014 -6.5779 3.5693
H -2.4465 -6.7697 2.0439
H -0.0684 -7.3372 1.1969
H 0.5455 -7.2370 2.8040
H -1.7883 -10.4782 1.7713
H -2.7593 -9.1121 2.1321
H -2.5108 -9.7023 -0.3667
H -2.3557 -8.0227 0.0524
H -0.9101 -8.8790 -0.2955
H -1.6060 -8.7982 4.2983
H 0.1689 -8.8878 4.3382
H -0.4272 -11.0652 5.0276
H 0.1244 -11.2319 3.3772
H -1.6447 -11.2983 3.8162
C -2.2374 -3.6177 -2.8853
C -1.3484 -4.2239 -3.9830
O -1.5456 -5.3708 -4.3793
N -0.3540 -3.4260 -4.4941
C 0.6581 -3.7224 -5.4783
H -1.7602 -3.8461 -1.9323
H -3.2247 -4.0791 -2.9092
H -2.3618 -2.5489 -3.0594
H -0.2501 -2.5809 -3.9508
H 0.1746 -4.0040 -6.4138
H 1.3054 -4.5432 -5.1694
H 1.2829 -2.8642 -5.7256
C -0.7248 11.2283 -1.4264
C -0.9717 9.9623 -0.5831
O -0.4973 9.9249 0.5576
N -1.4421 8.9014 -1.2342
C -1.5860 7.5447 -0.6677
H -0.4652 10.8992 -2.4326
H -0.0178 11.9267 -0.9786
H -1.6785 11.7562 -1.4212
H -1.7966 9.1051 -2.1578
H -0.9302 7.3708 0.1853
H -1.2704 6.8070 -1.4055
H -2.6258 7.3746 -0.3883
C -1.2695 1.8977 -6.7072
C 0.0842 1.9815 -7.2889
O 0.2546 2.4558 -8.4021
N 1.0773 1.5760 -6.5203
C 2.4945 1.7739 -6.7943
H -1.2601 1.2906 -5.8020
H -1.9775 1.4563 -7.4087
H -1.6609 2.8798 -6.4417
H 0.9067 1.3357 -5.5542
H 2.7293 2.8085 -7.0446
H 2.8734 1.0762 -7.5411
H 2.9664 1.5709 -5.8329
C 4.7223 3.0918 5.5799
C 3.8588 3.6272 4.4702
O 2.8798 2.9558 4.1346
N 4.1872 4.8619 4.0078
C 3.4661 5.6516 3.0175
H 5.1077 3.9004 6.2009
H 5.6201 2.5966 5.2099
H 4.2276 2.3318 6.1847
H 4.9674 5.3755 4.3919
H 2.5149 5.9104 3.4825
H 3.2617 5.2240 2.0360
H 3.9484 6.5992 2.7774
C -5.8647 -1.2010 0.6635
C -6.7069 -0.5575 -0.4769
O -7.8837 -0.8125 -0.5606
N -6.1082 0.3105 -1.3455
C -6.7494 0.8240 -2.4978
H -6.5057 -1.3256 1.5363
H -4.9278 -0.6651 0.8151
H -5.6362 -2.2073 0.3123
H -5.1355 0.5594 -1.2359
H -6.0731 1.1377 -3.2929
H -7.4023 1.6287 -2.1599
H -7.4150 0.1090 -2.9815
C 5.5805 -3.1164 2.9255
C 4.4623 -2.8424 1.9254
O 3.6520 -1.9616 2.1608
N 4.5053 -3.5354 0.8167
C 3.6297 -3.2734 -0.2917
H 5.8026 -2.1988 3.4702
H 6.5030 -3.5057 2.4948
H 5.2141 -3.9173 3.5677
H 5.2057 -4.2526 0.6930
H 3.7583 -4.1756 -0.8896
H 3.9741 -2.4848 -0.9606
H 2.5633 -3.1001 -0.1475
C 5.2596 2.4271 -0.9491
C 5.0339 3.5887 -1.8828
O 5.9880 4.1855 -2.3964
N 3.7435 3.9041 -2.0333
C 3.1791 4.9197 -2.9072
H 4.6906 2.6077 -0.0371
H 6.3159 2.5236 -0.6981
H 5.0749 1.5224 -1.5283
H 3.0788 3.2546 -1.6379
H 3.9086 5.2895 -3.6277
H 2.9306 5.8250 -2.3533
H 2.2917 4.5672 -3.4329
C -4.0903 3.4129 3.4163
C -2.8429 3.2109 4.3259
O -1.8542 2.6191 3.8407
N -2.9287 3.6757 5.5857
C -1.7782 3.7049 6.4739
H -4.9335 2.8386 3.8001
H -3.9399 3.0623 2.3952
H -4.4470 4.4426 3.3914
H -3.8671 3.9560 5.8328
H -0.9829 4.3791 6.1562
H -1.3694 2.6983 6.5619
H -2.0942 3.9919 7.4769

---

[2]
128
Properties=species:S:1:pos:R:3 method="wB97M-V/def2-TZVPD" e_homo_ev=-16.3 homo_lumo_gap_ev=10.852 charge=+3
C -26.3774 -12.6359 7.2701
C -26.3720 -11.2173 7.5956
C -26.6708 -10.8189 9.0046
O -25.5720 -10.8625 9.8925
C -25.9826 -10.0614 11.0405
N -25.1114 -10.5690 7.1449
H -25.2658 -9.8323 6.4258
H -24.4659 -10.0850 7.8010
H -24.5095 -11.2310 6.5661
H -26.2489 -12.8107 6.2039
H -27.3097 -13.0803 7.6997
H -25.5089 -13.1749 7.6258
H -27.2692 -10.8788 7.1326
H -27.4307 -11.5057 9.3968
H -27.0868 -9.7637 9.0809
H -25.0893 -9.9920 11.6633
H -26.7169 -10.5789 11.6271
H -26.2857 -9.0405 10.6771
C -18.2479 -4.4961 8.3792
C -17.4744 -5.7162 8.7944
C -16.9123 -5.3026 10.1390
O -16.4495 -6.4697 10.7798
C -15.9185 -6.0469 12.0778
N -18.3798 -6.8785 9.0946
H -19.3262 -6.6315 9.3825
H -18.5333 -7.4772 8.3162
H -17.9042 -7.4637 9.8195
H -17.6326 -3.6278 8.6098
H -19.2199 -4.5585 8.9705
H -18.4115 -4.5069 7.3054
H -16.7175 -6.0916 8.0777
H -17.7614 -4.8955 10.6707
H -16.1437 -4.5154 10.0664
H -16.8156 -5.6011 12.5326
H -15.2480 -5.2174 11.9409
H -15.4332 -6.8591 12.6207
C -22.3879 -12.0558 13.1423
C -21.9142 -11.5889 11.7664
C -20.4820 -11.9705 11.5324
O -20.5291 -13.4221 11.6307
C -19.2201 -13.8937 11.4606
N -22.6344 -12.2712 10.5522
H -22.4699 -11.7213 9.6648
H -22.1299 -13.1732 10.4092
H -23.6555 -12.3982 10.7113
H -23.3447 -11.6426 13.4259
H -21.5889 -11.7168 13.8213
H -22.5045 -13.1340 13.1960
H -22.0982 -10.5307 11.5749
H -19.8453 -11.4833 12.2821
H -20.0927 -11.6614 10.5409
H -18.7783 -13.2589 10.7038
H -19.2446 -14.9403 11.0700
H -18.6303 -13.8171 12.3812
C -19.5848 -8.0180 -1.1266
C -20.1334 -8.8181 0.0277
C -18.8973 -9.3551 0.7812
N -19.3489 -10.1945 2.0556
C -20.2395 -9.3826 2.8820
C -18.0420 -10.6288 2.7668
C -17.5244 -11.7930 1.9164
C -18.8831 -12.4366 1.3602
C -20.0398 -11.5099 1.7286
H -18.8144 -7.3284 -0.7892
H -20.3877 -7.4207 -1.5254
H -19.1609 -8.6582 -1.9392
H -20.7551 -9.6573 -0.3369
H -20.7560 -8.1137 0.5302
H -18.2858 -8.6158 1.2578
H -18.2986 -9.9669 0.1636
H -19.7677 -8.4038 3.1099
H -20.4806 -9.8948 3.7892
H -21.2021 -9.2951 2.3837
H -18.4149 -10.9134 3.7663
H -17.4441 -9.7080 2.7759
H -16.9481 -12.5371 2.4537
H -16.8620 -11.4628 1.1327
H -18.9986 -13.4278 1.7339
H -18.8520 -12.5612 0.2767
H -20.6283 -11.7469 2.5720
H -20.7491 -11.3456 0.8994
C -26.1018 -3.4750 13.0169
C -25.5076 -2.6047 11.8126
C -26.1884 -3.0915 10.5932
N -25.6393 -2.3914 9.3468
C -26.0567 -0.9535 9.3318
C -26.2412 -3.1504 8.1083
C -25.3283 -2.8565 6.9199
C -23.9673 -2.4547 7.4578
C -24.1199 -2.4161 9.0055
H -26.1389 -4.4836 12.6597
H -27.1426 -3.2479 13.3152
H -25.4314 -3.4205 13.8768
H -24.4144 -2.8280 11.7569
H -25.6019 -1.4911 11.9652
H -27.3077 -2.9737 10.4798
H -25.9858 -4.1339 10.4139
H -27.1155 -0.9824 9.5882
H -25.8464 -0.5665 8.3109
H -25.4198 -0.3474 9.9634
H -27.2803 -3.0192 7.8425
H -26.0465 -4.1596 8.3553
H -25.7145 -1.9570 6.4049
H -25.3907 -3.7409 6.2792
H -23.6578 -1.4792 7.1008
H -23.1229 -3.0966 7.2367
H -23.6019 -1.4796 9.3281
H -23.7142 -3.3411 9.5240
B -23.0394 -10.1872 4.8149
F -21.8318 -9.6940 5.5410
F -24.0315 -9.2610 5.1729
F -23.0009 -10.3197 3.4740
F -23.3199 -11.4034 5.3568
C -22.2565 -7.2107 7.0780
F -22.1535 -5.9072 7.4227
F -23.5671 -7.3598 6.7770
F -21.4962 -7.3732 6.0509
S -21.6194 -8.4243 8.4193
O -22.5939 -9.4522 8.7194
O -20.3204 -8.8711 7.9725
N -21.2994 -7.5233 9.6799
S -22.4169 -7.1336 10.8521
O -23.3682 -6.1652 10.3531
O -22.8642 -8.2283 11.6101
C -21.2525 -6.1810 11.9018
F -20.3171 -7.0300 12.3492
F -20.7161 -5.1712 11.1483
F -21.9026 -5.6133 12.9279

---

[3]
119
Properties=species:S:1:pos:R:3 method="wB97M-V/def2-TZVPD" relative_energy_ev=5.308 e_homo_ev=-11.9 homo_lumo_gap_ev=9.140 charge=+1
C 2.7286 -0.7446 3.1533
C 1.2972 0.0449 3.0056
C 1.3702 1.2973 2.0212
C 0.4692 2.4269 2.8110
C -1.0654 1.9628 3.0232
C -1.8676 3.0611 3.9132
O -1.2344 3.8027 4.7123
F -3.2796 3.1708 3.8516
C 0.5585 3.8899 2.1546
C 0.3381 3.7189 0.5720
C 0.8576 5.1504 -0.0514
C -1.1857 3.5921 0.0946
O -2.1230 4.2410 1.0283
C -3.4621 3.9233 0.5474
O -3.9809 2.6991 1.1162
C -4.4871 1.8023 0.0940
C -5.0468 0.4081 0.6978
O -3.9586 -0.5359 0.9701
C 1.3234 2.5615 0.0335
B 1.2952 2.7430 -1.5758
N 2.4704 3.3552 -2.3270
O 0.1953 2.3001 -2.4384
N 0.9851 1.1708 0.5883
C 1.4840 0.0945 -0.2796
C 1.4455 -1.4410 0.1480
O 0.4938 -2.0468 0.7109
N 2.5631 -2.3333 -0.3112
C 3.8824 -1.9714 0.2531
C 2.5435 -2.3306 -1.8076
H 2.6384 -1.8636 2.9549
H 3.4236 -0.2228 2.3832
H 3.2116 -0.5182 4.1766
H 1.1386 0.4300 4.0910
H 0.4122 -0.6697 2.8541
H 2.4534 1.6997 2.1412
H 0.8911 2.5545 3.8842
H -1.6191 1.7219 2.0388
H -1.1670 0.9943 3.6540
H -0.1334 4.6757 2.6024
H 1.6394 4.2795 2.3250
H 1.9959 5.2181 -0.1146
H 0.2983 5.4528 -0.9992
H 0.5474 5.9289 0.7522
H -1.5717 2.5188 -0.0354
H -1.3806 4.1183 -0.9222
H -3.4990 3.8039 -0.5975
H -4.1778 4.7898 0.8299
H -5.3585 2.3177 -0.4456
H -3.6663 1.6110 -0.6909
H -5.7539 -0.0839 -0.0683
H -5.6631 0.6603 1.6309
H -4.1349 -0.8145 1.9032
H 2.3878 2.8959 0.3536
H 3.2646 2.7104 -2.1632
H 2.7279 4.2700 -1.9281
H -0.3072 3.1001 -2.7425
H -0.0645 1.1462 0.5639
H 2.5788 0.2899 -0.6110
H 0.7726 0.0186 -1.2025
H 4.1751 -0.8665 0.2186
H 4.6835 -2.5323 -0.3721
H 3.9934 -2.4106 1.3186
H 1.4260 -2.3719 -2.1190
H 2.9736 -1.3875 -2.2978
H 3.0006 -3.3079 -2.2245
C -1.5811 -4.6337 -2.6237
C -1.7135 -3.1360 -2.8121
O -1.7724 -2.4846 -1.5475
H -2.4272 -5.0240 -2.0515
H -1.5401 -5.1455 -3.5864
H -0.6763 -4.8744 -2.0590
H -2.6294 -2.8986 -3.3576
H -0.8626 -2.7361 -3.3746
H -0.9538 -2.6924 -1.0740
C -0.4411 2.2639 -6.6343
C -0.5946 3.7582 -6.8318
O -0.6487 4.4146 -5.5706
H -1.2761 1.8663 -6.0511
H -0.4030 1.7448 -7.5950
H 0.4732 2.0396 -6.0765
H -1.5188 3.9800 -7.3692
H 0.2441 4.1657 -7.4045
H 0.1771 4.2200 -5.1060
C 6.5358 3.6856 -4.4257
C 6.7496 3.0695 -3.0578
O 5.5223 2.5455 -2.5573
H 5.7921 4.4851 -4.3744
H 7.4686 4.0962 -4.8187
H 6.1549 2.9405 -5.1305
H 7.1089 3.8210 -2.3520
H 7.4843 2.2601 -3.1041
H 5.2157 1.8748 -3.1832
C -1.5858 -1.4144 5.0966
C -0.5908 -2.5088 5.4290
O -0.0381 -2.2889 6.7191
H -1.1018 -0.4340 5.1252
H -2.0164 -1.5672 4.1029
H -2.3956 -1.3910 5.8315
H 0.2280 -2.5144 4.7053
H -1.0708 -3.4922 5.4148
H -0.7678 -2.2942 7.3544
C 0.7861 -8.4209 -4.9851
C 0.6546 -6.9221 -5.1679
O 0.5979 -6.2754 -3.9009
H -0.0590 -8.8130 -4.4132
H 0.8251 -8.9301 -5.9509
H 1.6923 -8.6641 -4.4224
H -0.2621 -6.6823 -5.7110
H 1.5041 -6.5210 -5.7299
H 1.4159 -6.4849 -3.4298
C -5.4871 -3.2205 6.2553
C -4.4923 -4.3145 6.5877
O -3.9391 -4.0937 7.8794
H -5.0030 -2.2404 6.2838
H -5.9175 -3.3732 5.2624
H -6.2970 -3.1972 6.9900
H -3.6739 -4.3201 5.8641
H -4.9720 -5.2981 6.5735
H -4.6683 -4.0987 8.5142

---

[4]
129
Properties=species:S:1:pos:R:3 method="wB97M-V/def2-TZVPD" relative_energy_ev=1.763 e_homo_ev=-8.4 homo_lumo_gap_ev=5.710 charge=+1
C 0.5846 -2.5151 -3.1814
N 1.6586 -1.9821 -4.1954
C 2.8546 -2.6951 -3.9354
C 1.1946 -2.1941 -5.6064
C 1.7326 -0.5021 -3.9124
C 0.5236 0.4449 -4.4594
O 0.5576 1.8029 -4.0324
H 0.2266 -3.4761 -3.0904
H -0.2664 -1.8771 -3.2034
H 0.7706 -2.3321 -2.0564
H 3.1756 -2.4631 -2.9914
H 3.6296 -2.2261 -4.6704
H 2.8226 -3.6291 -4.0084
H 0.1056 -2.0781 -5.8094
H 1.2986 -3.2951 -5.9244
H 1.9036 -1.8141 -6.2804
H 2.7356 -0.1401 -4.3084
H 1.9706 -0.3751 -2.7524
H -0.4164 0.1339 -4.1164
H 0.4406 0.5109 -5.5944
H 0.3866 1.7739 -3.1214
C 3.4456 -2.5111 0.2826
N 4.2736 -1.3001 0.3426
C 3.8116 -0.3511 -0.8024
C 4.0126 -0.6801 1.6126
C 5.7396 -1.7001 0.2576
C 6.7096 -0.5681 0.5616
O 8.0116 -1.0061 0.1736
H 3.7596 -3.1281 -0.6114
H 2.4816 -2.2031 0.2416
H 3.6416 -3.2061 1.0736
H 2.9586 -0.1871 -0.8954
H 3.9556 -0.8921 -1.6544
H 4.3986 0.5069 -0.6174
H 4.4096 -1.1991 2.5456
H 2.9526 -0.3361 1.7886
H 4.4576 0.2659 1.6366
H 5.7716 -2.1941 -0.7064
H 5.9326 -2.6251 0.8656
H 6.6736 -0.2681 1.6606
H 6.4946 0.4229 -0.1704
H 7.8426 -1.2101 -0.7464
C 3.5786 3.5879 -2.5874
N 2.9956 4.1409 -1.4224
C 3.8656 5.2669 -0.9674
C 1.5906 4.7079 -1.9074
C 2.8816 3.1649 -0.3494
C 1.9886 3.4889 0.9086
O 1.9116 2.3619 1.7086
H 4.1896 4.2819 -3.2704
H 2.9046 2.7699 -3.0394
H 4.1796 2.7219 -2.2834
H 5.0656 4.9229 -1.1634
H 3.5336 5.5729 0.1166
H 4.1296 6.1679 -1.5264
H 1.0346 5.2189 -1.1514
H 1.1036 3.7839 -2.1394
H 1.7386 5.2609 -2.8694
H 3.7446 2.9029 -0.0474
H 2.3306 2.2309 -0.8014
H 1.0176 4.0859 0.7576
H 2.5066 4.3789 1.3366
H 1.0746 1.8679 1.4246
Li -1.9144 1.4249 1.1846
P -0.1394 0.4949 -0.5604
O -1.5524 0.3799 -0.3214
O -0.0854 1.3669 0.8476
O 0.1356 1.3809 -1.6884
O 0.6066 -0.7691 -0.4294
C 2.2276 -5.7741 4.8296
O 1.1536 -5.0371 4.2776
C 1.3086 -3.8041 3.6706
O 2.3566 -3.2621 3.6236
O 0.0926 -3.2411 3.1606
C 0.2236 -1.8961 2.6206
H 3.0066 -5.8881 3.9816
H 1.9916 -6.6351 5.3096
H 2.7946 -5.0351 5.6876
H 0.2276 -2.1131 1.6066
H 1.0916 -1.3261 2.9186
H -0.6394 -1.3041 3.0816
C -2.0614 -2.5431 -0.1034
O -2.9104 -3.7381 -0.2134
C -3.1944 -4.1741 -1.4834
O -3.1024 -3.4921 -2.5184
O -3.7434 -5.3231 -1.5914
C -4.1854 -5.8851 -2.9054
H -0.9604 -2.7761 -0.0444
H -2.4914 -2.0401 0.9216
H -2.3814 -1.9181 -0.8454
H -4.4204 -5.0161 -3.5204
H -4.8914 -6.6491 -2.8684
H -3.1464 -6.0441 -3.3734
C -5.6454 4.2939 1.9396
O -4.8054 4.6969 0.8476
C -3.7114 4.0089 0.5186
O -3.3694 3.0349 1.1476
O -3.1174 4.4719 -0.4684
C -2.1314 3.5399 -1.0834
H -6.3314 3.5629 1.6046
H -5.8014 5.2489 2.4256
H -5.0884 3.7659 2.7956
H -1.2654 3.3769 -0.6554
H -1.8294 3.9689 -2.1484
H -2.5694 2.4909 -1.3064
C -4.8454 -0.2011 0.8556
O -6.2434 -0.5931 0.5396
C -7.1964 -0.7941 1.4566
O -6.9834 -0.8541 2.6556
O -8.3084 -0.8811 0.9566
C -9.4394 -0.9071 1.7976
H -4.2504 -0.0501 -0.0494
H -4.3474 -0.8711 1.4876
H -4.9784 0.7199 1.4876
H -9.3954 -0.0501 2.7156
H -9.4884 -1.9771 2.0556
H -10.1954 -0.8631 1.0686
C -0.3124 2.2759 3.8976
O -1.3954 2.1689 4.7576
C -2.5214 1.6769 4.3136
O -2.6934 1.0239 3.2226
O -3.5644 1.9249 5.1986
C -4.9064 1.5329 4.9896
H -0.3114 3.1339 2.9536
H 0.0336 1.5479 3.4336
H 0.5206 2.5919 4.4286
H -5.3124 1.5879 3.7786
H -5.6614 1.8759 5.7306
H -4.9244 0.5629 5.0866